1.
{"formula": "C15H35F3InN6O9S2", "method": "ωB97M-V/def2-TZVPD", "elements": ["In", "F", "N", "S", "O", "O", "F", "S", "O", "O", "F", "C", "C", "O", "N", "C", "H", "H", "H", "H", "H", "H", "H", "C", "C", "O", "N", "C", "H", "H", "H", "H", "H", "H", "H", "C", "C", "O", "N", "C", "H", "H", "H", "H", "H", "H", "H", "C", "C", "O", "N", "C", "H", "H", "H", "H", "H", "H", "H", "C", "C", "O", "N", "C", "H", "H", "H", "H", "H", "H", "H"], "positions_angstrom": [[24.814, -0.142, 23.885], [24.244, 2.397, 22.713], [24.315, -2.502, 25.468], [22.974, -3.169, 26.291], [22.792, -2.861, 27.693], [22.423, -4.395, 25.775], [21.945, -2.107, 25.591], [25.101, -3.827, 25.528], [24.954, -4.660, 24.367], [25.384, -4.373, 26.834], [26.506, -3.195, 25.069], [21.971, -3.643, 22.795], [22.901, -2.955, 21.805], [23.596, -2.006, 22.191], [22.928, -3.343, 20.537], [23.798, -2.888, 19.482], [22.528, -4.456, 23.260], [21.068, -4.033, 22.320], [21.618, -2.950, 23.553], [22.215, -3.943, 20.157], [24.743, -3.425, 19.584], [23.927, -1.810, 19.400], [23.281, -3.229, 18.586], [26.118, 0.288, 18.906], [25.475, 0.810, 20.152], [25.245, 0.001, 21.069], [25.144, 2.090, 20.300], [25.617, 3.193, 19.440], [27.117, 0.709, 18.796], [25.589, 0.563, 17.989], [26.080, -0.796, 18.839], [24.759, 2.351, 21.215], [26.553, 3.000, 18.917], [25.838, 4.068, 20.047], [24.832, 3.377, 18.709], [19.952, -0.496, 22.533], [21.260, 0.289, 22.558], [22.013, 0.290, 23.557], [21.691, 0.974, 21.510], [21.128, 1.086, 20.151], [19.093, 0.131, 22.307], [19.789, -0.992, 23.486], [20.183, -1.267, 21.795], [22.624, 1.342, 21.686], [20.601, 2.026, 19.996], [20.414, 0.325, 19.842], [22.056, 1.005, 19.588], [25.365, 2.564, 28.023], [25.221, 2.842, 26.483], [25.456, 1.898, 25.711], [24.785, 3.983, 25.972], [24.923, 5.215, 26.737], [25.983, 1.675, 28.059], [24.393, 2.592, 28.514], [25.832, 3.421, 28.514], [24.649, 4.001, 24.969], [24.655, 6.113, 26.188], [25.985, 5.236, 26.991], [24.362, 5.201, 27.670], [29.008, -1.393, 21.470], [27.788, -2.139, 21.948], [26.908, -1.538, 22.563], [27.819, -3.449, 21.731], [26.658, -4.297, 21.991], [28.781, -0.341, 21.296], [29.545, -1.771, 20.601], [29.757, -1.353, 22.266], [28.677, -3.878, 21.433], [26.757, -4.821, 22.934], [26.473, -4.926, 21.114], [25.695, -3.789, 21.927]], "forces_ev_per_angstrom": [[-1.758, 0.412, -2.474], [0.210, -1.465, 0.814], [-2.756, 0.585, 1.706], [-5.469, 3.065, 1.074], [1.456, -0.417, -1.971], [1.696, 0.457, 0.357], [0.746, -0.109, 0.406], [6.842, -3.003, -2.499], [-1.313, -0.399, 1.043], [-1.258, 0.620, -1.187], [0.328, 0.717, 0.702], [-0.170, -0.050, -0.862], [-0.720, 0.702, 1.697], [0.964, 0.561, 0.009], [-0.746, -0.306, -0.629], [0.052, -0.327, -0.308], [-0.091, 0.010, 0.104], [0.187, -0.266, -0.180], [0.427, 0.098, -0.017], [-0.152, -0.276, 0.820], [0.198, 0.413, -0.288], [0.062, -0.025, 0.445], [0.461, 0.094, -0.268], [-0.286, 0.098, -1.071], [-0.462, 0.602, 0.826], [-0.182, -0.894, 0.860], [1.182, 0.520, -1.132], [-0.395, -0.541, -0.008], [0.141, -0.322, 0.109], [-0.168, 0.568, 0.226], [0.495, -0.021, 0.641], [-0.028, -0.116, 0.579], [-0.091, -0.463, 0.000], [-0.429, 0.020, 0.092], [0.186, 0.495, -0.109], [1.153, 0.229, 0.211], [0.463, 0.342, 0.385], [0.546, -0.912, 1.108], [-0.965, -0.309, -0.496], [0.843, 0.062, 0.589], [0.045, -0.111, -0.381], [0.158, 0.158, 0.066], [-0.675, -0.043, -0.232], [-0.051, 0.361, -0.177], [0.368, 0.230, 0.051], [0.283, -0.431, 0.463], [-0.528, 0.242, -0.895], [0.186, 1.876, -1.706], [-0.784, -1.172, 0.852], [0.248, -1.849, -1.058], [-0.268, 0.627, 0.556], [0.659, -0.097, 0.355], [-0.369, -0.150, 0.565], [-0.162, -0.848, -0.256], [0.544, -0.183, -0.115], [0.054, -0.088, -0.019], [-0.045, -0.245, -0.252], [-0.071, 0.723, 0.183], [-0.191, -0.114, -0.143], [0.741, 0.809, 0.230], [1.129, 0.564, 0.230], [-0.958, 0.396, 0.559], [-1.378, -0.223, -0.019], [-0.306, -0.304, -0.845], [-0.305, -0.104, -0.094], [-0.390, -0.321, -0.076], [-0.132, -0.201, 0.186], [-0.061, 0.079, -0.230], [-0.213, -0.217, -0.211], [0.823, -0.718, 0.291], [0.447, 0.905, 0.817]], "max_force_ev_per_a": 7.88, "de_lowest_kcal_mol": 0.0, "total_charge": 1, "energy_ev": -78477.2220, "orbital_gap_ha": 0.1647}


2.
{"formula": "C15H35FeN5O9S", "method": "ωB97M-V/def2-TZVPD", "elements": ["Fe", "S", "O", "O", "O", "O", "C", "O", "N", "C", "C", "H", "H", "H", "H", "H", "H", "H", "C", "O", "N", "C", "C", "H", "H", "H", "H", "H", "H", "H", "C", "O", "N", "C", "C", "H", "H", "H", "H", "H", "H", "H", "C", "O", "N", "C", "C", "H", "H", "H", "H", "H", "H", "H", "C", "O", "N", "C", "C", "H", "H", "H", "H", "H", "H", "H"], "positions_angstrom": [[0.107, 0.724, -0.037], [2.196, 2.094, 2.102], [1.545, 1.713, 0.832], [1.642, 1.287, 3.144], [3.627, 1.959, 1.972], [2.099, 3.515, 2.422], [-2.239, -1.453, -1.181], [-1.425, -0.557, -0.835], [-3.575, -1.259, -0.993], [-4.494, -2.357, -1.357], [-4.185, -0.042, -0.297], [-2.044, -2.374, -1.752], [-5.251, -2.387, -0.573], [-4.022, -3.336, -1.275], [-4.921, -2.212, -2.349], [-3.576, 0.847, -0.462], [-5.177, 0.047, -0.740], [-4.358, -0.298, 0.749], [1.490, -1.543, 1.632], [0.861, -0.945, 0.757], [1.464, -2.873, 1.772], [2.274, -3.474, 2.719], [0.716, -3.748, 0.847], [1.969, -1.016, 2.471], [3.135, -4.048, 2.376], [1.564, -4.158, 3.185], [2.749, -2.766, 3.399], [0.017, -4.387, 1.388], [-0.086, -3.241, 0.312], [1.242, -4.411, 0.159], [-0.594, 3.554, -1.563], [-0.440, 2.398, -1.115], [-0.089, 3.915, -2.689], [-0.385, 5.169, -3.293], [0.659, 3.006, -3.551], [-1.232, 4.311, -1.081], [-1.259, 5.066, -3.936], [0.438, 5.607, -3.857], [-0.644, 5.935, -2.562], [1.119, 3.618, -4.327], [1.378, 2.394, -3.005], [-0.095, 2.342, -3.972], [-1.750, 1.329, 2.458], [-1.263, 0.931, 1.431], [-1.953, 0.572, 3.482], [-1.839, -0.847, 3.513], [-1.673, 1.160, 4.820], [-1.835, 2.388, 2.747], [-0.893, -1.088, 3.998], [-1.710, -1.237, 2.503], [-2.631, -1.498, 3.881], [-1.728, 2.245, 4.915], [-2.404, 0.762, 5.523], [-0.630, 0.942, 5.048], [1.767, -0.345, -2.620], [1.185, 0.308, -1.785], [2.931, -0.978, -2.472], [3.780, -1.406, -3.672], [3.627, -1.179, -1.156], [1.435, -0.348, -3.670], [4.560, -0.652, -3.777], [3.181, -1.584, -4.565], [4.367, -2.320, -3.584], [2.774, -1.489, -0.552], [4.345, -1.996, -1.073], [4.161, -0.287, -0.829]], "forces_ev_per_angstrom": [[1.603, 1.479, 0.708], [4.638, 4.529, 4.263], [-3.196, -1.381, -4.330], [-1.866, -2.349, 1.217], [1.189, -2.514, -1.410], [-2.686, 0.463, -0.880], [-1.532, 2.993, 0.789], [-0.455, -1.685, -0.780], [0.925, -0.294, 0.157], [0.043, 0.367, 0.752], [0.303, -1.762, -1.024], [0.556, 0.175, 0.353], [-0.332, 0.076, -0.322], [0.308, 0.161, -0.287], [-0.125, -0.014, 0.152], [-0.026, -0.266, 0.167], [0.132, 0.319, -0.119], [0.379, 0.238, 0.103], [-0.664, -0.145, 1.079], [-0.355, -0.584, -0.566], [-0.667, 1.358, -3.462], [0.839, -1.687, 2.059], [-1.570, 0.031, 0.342], [0.230, 0.245, -0.415], [-0.201, -0.174, -0.723], [0.704, -0.284, 0.991], [-0.623, 0.147, 0.205], [0.618, -0.464, 0.862], [0.783, 0.919, -0.409], [0.648, 0.451, 0.202], [-0.583, -1.070, 1.284], [-0.431, -0.008, 0.332], [1.585, 0.428, -1.252], [-0.956, 1.696, -0.140], [-0.457, -0.343, 0.137], [0.276, -0.248, 0.210], [0.089, 0.058, -0.325], [0.098, -0.448, 0.036], [-0.029, -0.210, 0.262], [0.082, -0.360, 0.104], [-0.055, 0.361, 0.064], [0.232, -0.239, -0.387], [1.280, 1.941, 1.675], [0.240, -0.751, -3.371], [-1.332, -0.157, 3.283], [1.393, -1.579, -1.551], [-0.526, 0.112, 0.166], [-0.132, 0.045, -0.701], [-0.081, -0.214, 0.325], [0.104, 0.315, -0.323], [-0.403, 0.932, 0.709], [-0.292, 0.040, -0.752], [0.388, -0.201, 0.153], [-0.102, -0.353, 0.235], [2.088, -0.684, -1.652], [-1.210, 0.425, 1.666], [2.432, -1.832, -0.857], [-0.538, 0.573, 0.604], [-1.499, 0.266, -0.121], [-0.143, -0.094, 0.070], [-0.320, 0.280, -0.475], [-0.100, 0.634, 0.044], [-0.544, -0.278, 0.981], [0.499, 0.574, 0.742], [-0.146, -0.141, -1.049], [-0.512, 0.183, 0.202]], "max_force_ev_per_a": 7.76, "de_lowest_kcal_mol": 0.0, "total_charge": 1, "s_squared": 8.76, "energy_ev": -87215.7903, "multiplicity": 6, "orbital_gap_ha": [0.2462, 0.1753]}


3.
{"formula": "C15H35IN3O6PS4", "method": "ωB97M-V/def2-TZVPD", "elements": ["N", "C", "C", "C", "C", "C", "I", "C", "C", "N", "P", "N", "O", "O", "H", "H", "H", "H", "H", "H", "H", "H", "H", "H", "H", "C", "S", "O", "C", "H", "H", "H", "H", "H", "H", "C", "S", "O", "C", "H", "H", "H", "H", "H", "H", "C", "S", "O", "C", "H", "H", "H", "H", "H", "H", "C", "S", "O", "C", "H", "H", "H", "H", "H", "H"], "positions_angstrom": [[-3.079, -1.988, 4.146], [-2.822, -1.544, 3.042], [-2.507, -1.369, 1.485], [-1.441, -2.416, 0.880], [-0.966, -3.571, 1.900], [0.302, -3.066, 2.772], [1.976, -4.484, 2.428], [-2.071, 0.200, 1.280], [-0.613, 0.355, 1.908], [0.369, 0.755, 2.506], [-2.241, 0.789, -0.515], [-1.303, 2.010, -0.920], [-3.874, 1.360, -0.686], [-1.931, -0.503, -1.615], [-3.505, -1.530, 0.909], [-0.494, -1.945, 0.437], [-1.964, -2.965, -0.002], [-1.813, -4.035, 2.526], [-0.567, -4.437, 1.235], [0.715, -2.051, 2.391], [0.140, -3.076, 3.904], [-2.856, 0.801, 1.892], [-0.724, 2.237, -0.095], [-4.431, 0.856, -0.041], [-2.774, -1.038, -1.602], [3.358, 2.004, -0.887], [1.729, 1.315, -1.246], [1.442, 0.275, -0.207], [2.220, 0.451, -2.755], [3.301, 2.562, 0.048], [4.090, 1.199, -0.784], [3.654, 2.680, -1.692], [3.023, -0.256, -2.534], [2.553, 1.178, -3.498], [1.356, -0.091, -3.141], [-4.670, 3.869, -2.470], [-6.178, 4.333, -1.594], [-7.269, 4.451, -2.609], [-5.642, 6.007, -1.178], [-4.792, 2.856, -2.858], [-4.494, 4.556, -3.300], [-3.825, 3.890, -1.779], [-5.405, 6.559, -2.090], [-4.765, 5.958, -0.530], [-6.454, 6.510, -0.651], [6.552, 3.179, 1.778], [4.813, 3.566, 2.072], [4.260, 4.141, 0.805], [5.118, 4.942, 3.202], [6.608, 2.359, 1.060], [7.066, 4.052, 1.372], [7.020, 2.870, 2.715], [5.722, 5.704, 2.706], [5.634, 4.575, 4.091], [4.158, 5.371, 3.491], [1.280, -7.967, -0.885], [0.626, -6.293, -1.061], [-0.824, -6.337, -0.696], [0.730, -6.242, -2.863], [1.272, -8.232, 0.173], [0.657, -8.671, -1.440], [2.305, -7.998, -1.258], [0.141, -7.055, -3.294], [1.774, -6.331, -3.170], [0.333, -5.286, -3.206]], "forces_ev_per_angstrom": [[1.471, 2.905, -6.180], [-0.847, -3.148, 3.165], [-0.336, 0.782, 0.411], [-0.289, -1.489, -0.049], [0.905, -0.370, -0.742], [-0.456, 0.299, -0.143], [-0.538, 0.626, 0.306], [0.053, -1.560, 1.373], [2.446, 3.080, 2.184], [-5.640, -2.618, -3.350], [1.695, 2.500, -2.086], [-1.220, -1.895, 1.420], [1.945, -2.811, 1.253], [-2.969, 1.457, 2.537], [1.493, 0.301, 1.312], [-1.482, -0.200, 0.766], [0.832, 1.017, 1.514], [1.306, 1.020, -0.820], [-0.939, 1.531, 1.041], [-0.774, -1.805, 0.842], [0.210, 0.154, -1.766], [1.761, -0.647, -0.935], [-0.180, 0.036, -0.664], [0.179, 0.579, -0.811], [1.213, 0.308, -0.431], [-0.136, -0.425, 0.086], [0.353, 0.070, -0.099], [0.115, -0.004, -0.337], [-0.030, -0.172, -0.051], [-0.177, -0.106, -0.372], [-0.076, -0.074, -0.054], [-0.102, 0.025, 0.076], [-0.033, 0.051, 0.081], [-0.050, 0.017, 0.082], [0.001, 0.099, 0.098], [0.086, 0.080, -0.077], [-0.065, 0.024, -0.312], [0.369, 0.027, 0.290], [0.015, 0.115, -0.006], [-0.069, 0.098, 0.124], [-0.131, 0.027, 0.060], [-0.061, -0.074, -0.010], [-0.043, -0.103, -0.006], [-0.049, -0.061, -0.028], [0.011, -0.138, -0.056], [0.099, 0.053, -0.080], [0.024, 0.171, -0.041], [0.469, 0.241, 0.602], [0.020, 0.108, 0.007], [-0.120, 0.064, 0.075], [-0.103, -0.001, 0.012], [-0.091, -0.002, -0.025], [-0.039, -0.087, -0.058], [-0.051, -0.047, -0.061], [0.036, -0.129, -0.088], [-0.041, -0.124, 0.000], [-0.130, -0.011, 0.013], [0.363, -0.008, -0.161], [-0.080, -0.072, -0.105], [-0.036, 0.146, -0.070], [-0.030, 0.100, 0.012], [-0.049, 0.075, 0.025], [-0.003, 0.021, 0.089], [-0.034, 0.026, 0.078], [0.029, -0.052, 0.141]], "max_force_ev_per_a": 7.06, "energy_ev": -93602.2785, "orbital_gap_ha": 0.2948}


4.
{"formula": "C15H35O7P", "method": "ωB97M-V/def2-TZVPD", "elements": ["C", "C", "O", "C", "P", "H", "H", "H", "H", "H", "H", "H", "H", "H", "H", "H", "O", "C", "O", "C", "C", "C", "H", "H", "H", "H", "H", "H", "H", "H", "O", "C", "O", "C", "C", "C", "H", "H", "H", "H", "H", "H", "H", "H", "O", "C", "O", "C", "C", "C", "H", "H", "H", "H", "H", "H", "H", "H"], "positions_angstrom": [[-1.113, 2.297, 1.144], [-1.971, 3.452, 0.527], [-2.140, 3.295, -0.873], [-3.295, 3.592, 1.328], [-4.464, 2.055, 1.221], [-1.712, 1.443, 1.473], [-0.481, 1.928, 0.325], [-0.506, 2.716, 1.953], [-1.417, 4.396, 0.660], [-3.054, 3.148, -1.089], [-3.859, 4.517, 1.103], [-3.004, 3.663, 2.393], [-4.089, 1.653, 2.552], [-5.605, 2.905, 1.074], [-3.714, 1.542, 0.099], [-5.290, 0.852, 1.158], [-2.505, -0.932, -0.778], [-1.684, -0.671, -1.616], [-2.095, -0.276, -2.831], [-1.212, 0.251, -3.824], [-0.586, -0.855, -4.648], [-0.218, -0.867, -1.358], [-0.467, 0.907, -3.371], [-1.831, 0.878, -4.464], [0.033, -1.511, -4.036], [0.035, -0.436, -5.441], [-1.361, -1.475, -5.100], [0.048, -1.902, -1.575], [-0.029, -0.663, -0.308], [0.425, -0.195, -1.923], [1.405, 0.031, 1.242], [2.255, 0.835, 0.965], [2.159, 1.542, -0.169], [3.003, 2.654, -0.486], [4.284, 2.201, -1.154], [3.477, 0.988, 1.830], [3.188, 3.266, 0.399], [2.429, 3.271, -1.176], [4.881, 1.569, -0.495], [4.887, 3.061, -1.446], [4.058, 1.612, -2.044], [4.224, 0.255, 1.526], [3.191, 0.797, 2.862], [3.912, 1.985, 1.805], [2.608, -5.451, -0.023], [1.849, -5.032, 0.806], [0.533, -5.029, 0.552], [-0.460, -4.740, 1.542], [-0.702, -3.250, 1.652], [2.348, -4.421, 2.089], [-0.198, -5.192, 2.501], [-1.369, -5.236, 1.203], [0.195, -2.720, 1.978], [-1.503, -3.042, 2.362], [-0.980, -2.841, 0.681], [2.565, -3.367, 1.920], [3.265, -4.931, 2.375], [1.658, -4.523, 2.923]], "forces_ev_per_angstrom": [[-0.287, 0.588, -1.240], [-0.297, 0.090, 1.394], [0.424, -0.033, -0.136], [0.331, 0.034, 0.083], [0.510, -0.410, 0.179], [0.119, 0.209, 0.134], [0.150, 0.085, 0.434], [-0.089, -0.352, -0.027], [0.039, -0.278, -0.101], [-0.452, -0.109, -0.043], [0.261, -0.259, -0.212], [-0.111, 0.080, -0.334], [-0.067, 0.159, -0.300], [0.058, -0.191, -0.030], [-0.307, 0.101, 0.207], [-0.242, 0.187, -0.083], [-0.278, 0.070, -0.001], [0.324, -0.304, 0.151], [-0.463, 0.318, -0.159], [0.205, -0.088, -0.159], [0.044, -0.144, 0.058], [0.219, 0.408, 0.110], [0.000, -0.060, 0.050], [-0.124, -0.028, 0.115], [0.054, 0.074, -0.005], [-0.017, 0.004, 0.003], [-0.017, 0.078, -0.034], [-0.005, 0.017, -0.046], [-0.051, -0.160, 0.002], [0.018, -0.143, -0.112], [-0.088, 0.053, -0.109], [0.354, -0.289, 0.273], [-0.470, 0.088, -0.203], [0.284, 0.079, -0.109], [0.060, -0.154, 0.050], [0.008, 0.474, 0.382], [0.013, -0.078, 0.032], [-0.148, -0.117, 0.047], [0.022, 0.083, 0.034], [-0.022, -0.001, -0.001], [-0.035, 0.079, -0.020], [0.003, 0.029, -0.027], [-0.025, -0.200, -0.085], [0.137, -0.078, -0.145], [-0.007, -0.099, -0.182], [0.231, 0.293, 0.097], [-0.298, -0.375, -0.227], [-0.142, 0.287, 0.162], [0.163, 0.102, -0.026], [0.058, -0.331, 0.483], [0.081, 0.014, -0.035], [0.115, -0.070, -0.144], [-0.044, -0.008, 0.069], [-0.017, -0.004, -0.035], [-0.133, -0.022, 0.054], [-0.063, 0.006, 0.008], [0.067, 0.094, -0.180], [-0.056, 0.201, -0.059]], "max_force_ev_per_a": 1.43, "smiles": "C[C@@H](O)C[PH4].CCOC(C)=O.CCOC(C)=O.CCOC(C)=O", "energy_ev": -39740.8355, "orbital_gap_ha": 0.3063}